Molecular formula: CH3ClN2O2
Method: DFT, ωB97M-V with the def2-TZVPD basis set

Each line ends with the Mulliken charge.
Atoms and positions in Å:
O (-2.748, -0.510, -0.306)  -0.5973
N (-1.601, -0.170, -0.151)  0.7463
N (-0.738, -0.762, 0.591)  -0.4838
C (0.711, -0.049, 0.501)  0.0506
O (1.423, 1.205, -0.193)  -0.4562
Cl (1.575, -1.378, -0.291)  -0.1641
H (-1.191, 0.620, -0.550)  0.2477
H (1.042, 0.205, 1.484)  0.3340
H (1.525, 0.840, -1.086)  0.3227

Forces on atoms 1 to 2 (eV/Å):
O -0.8 0.0 -0.4
N 1.6 -2.3 2.5

The net charge is 0. The HOMO-LUMO gap comes out at 10.654 eV. The value obtained for the total energy is -759.92017 Eh. Its energy relative to the best compared isomer or geometry (same formula, charge and spin) is 239.6 kJ/mol. The calculation puts the HOMO energy at -10.51 eV. Its SMILES is [O-]/[NH+]=N/[C@H](O)Cl. The value obtained for the molar mass is 110.500 g mol⁻¹.